Record 1
ORCA calculation (wB97M-V/def2-TZVPD) on a cluster of 13 separate species, C46H118O13 in total in a non-equilibrium geometry.

Each atom is followed by the atoms it is bonded to, with distances in Å.
Cartesian coordinates (Å):
1 O -6.62 1.21 3.26  C55 1.404, C59 1.382
2 O 3.65 0.62 1.47  C36 1.464, H133 0.995
3 O -0.18 -0.65 -1.27  C14 1.436, C31 1.440
4 O 6.73 -1.64 -3.59  C41 1.465, C52 1.398
5 O -0.76 -0.16 5.70  C16 1.425, C35 1.441
6 O 2.03 3.68 -2.42  C19 1.398, C34 1.412
7 O 3.04 -1.91 2.45  C42 1.474, H111 0.995
8 O -0.67 -3.75 -0.10  C46 1.387, H69 0.993
9 O -3.35 -3.11 -0.51  C30 1.468, H86 0.975
10 O 0.85 -2.94 -4.65  C18 1.398, C37 1.426
11 O 4.02 2.05 -0.96  C44 1.442, H81 0.952
12 O -1.14 3.41 0.34  C51 1.484, H82 0.960
13 O -7.38 1.98 -0.72  C15 1.419, C45 1.404
14 C 1.16 -0.32 -0.87  O3 1.436, C43 1.510, H61 1.131, H107 1.164
15 C -6.83 2.82 -1.72  O13 1.419, C57 1.488, H72 1.086, H83 1.081
16 C -1.19 0.28 4.41  O5 1.425, C33 1.541, H87 1.140, H140 1.130
17 C -5.05 1.30 1.53  C55 1.506, H68 1.106, H102 1.076, H135 1.062
18 C 1.18 -4.30 -4.65  O10 1.398, C20 1.545, H99 1.078, H153 1.130
19 C 1.26 3.51 -3.57  O6 1.398, C38 1.507, H75 1.152, H151 1.092
20 C 2.56 -4.66 -5.23  C18 1.545, H90 1.155, H109 1.056, H177 1.111
21 C 1.03 -5.43 0.10  C46 1.562, H78 1.140, H79 1.141, H170 1.116
22 C 2.24 2.52 2.20  C36 1.523, H85 1.062, H129 1.083, H137 1.123
23 C 2.63 5.25 -0.71  C34 1.536, H100 1.096, H120 1.125, H173 1.070
24 C -9.13 0.42 -0.04  C45 1.518, H126 1.092, H166 1.110, H167 1.096
25 C 6.54 2.28 -1.35  C44 1.521, H74 1.099, H103 1.082, H124 1.037
26 C -3.60 -3.09 2.02  C30 1.564, H66 1.088, H112 1.108, H161 1.091
27 C -0.09 -4.39 2.16  C46 1.546, H113 1.075, H136 1.064, H144 1.146
28 C 8.26 -0.48 -4.95  C52 1.471, H67 1.059, H80 1.117, H159 1.038
29 C -5.51 -3.64 0.32  C30 1.559, H71 1.102, H125 1.116, H134 1.082
30 C -3.99 -3.74 0.65  O9 1.468, C26 1.564, C29 1.559, H76 1.091
31 C -1.04 0.27 -0.58  O3 1.440, C50 1.498, H141 1.078, H156 1.092
32 C -1.11 5.76 -0.25  C51 1.484, H91 1.067, H96 1.079, H138 1.121
33 C -2.30 1.31 4.68  C16 1.541, H104 1.125, H116 1.043, H152 1.078
34 C 2.47 5.01 -2.22  O6 1.412, C23 1.536, H123 1.085, H175 1.114
35 C 0.50 -0.80 5.96  O5 1.441, C47 1.471, H77 1.109, H164 1.088
36 C 3.57 1.80 2.33  O2 1.464, C22 1.523, C48 1.491, H158 1.076
37 C -0.43 -2.65 -4.10  O10 1.426, C54 1.511, H115 1.105, H154 1.079
38 C 0.76 2.09 -3.60  C19 1.507, H131 1.094, H142 1.101, H147 1.077
39 C 4.89 1.35 -3.13  C44 1.573, H132 1.091, H157 1.091, H169 1.112
40 C 4.54 -3.40 1.18  C42 1.521, H101 1.085, H119 1.043, H155 1.074
41 C 5.44 -2.34 -3.50  O4 1.465, C49 1.501, H98 1.064, H139 1.064
42 C 4.03 -3.00 2.55  O7 1.474, C40 1.521, C53 1.498, H165 1.120
43 C 2.09 -1.20 -1.67  C14 1.510, H64 1.091, H94 1.088, H148 1.103
44 C 5.22 1.56 -1.60  O11 1.442, C25 1.521, C39 1.573, H160 1.052
45 C -8.32 1.04 -1.17  O13 1.404, C24 1.518, H70 1.110, H145 1.104
46 C 0.38 -4.15 0.71  O8 1.387, C21 1.562, C27 1.546, H146 1.143
47 C 0.55 -1.21 7.37  C35 1.471, H130 1.110, H149 1.079, H168 1.058
48 C 4.75 2.69 2.14  C36 1.491, H63 1.063, H89 1.079, H93 1.073
49 C 5.26 -2.36 -2.01  C41 1.501, H62 1.085, H65 1.078, H127 1.061
50 C -2.41 0.19 -1.19  C31 1.498, H84 1.121, H88 1.067, H105 1.057
51 C -0.96 4.79 0.86  O12 1.484, C32 1.484, C58 1.498, H174 1.116
52 C 6.98 -1.19 -4.89  O4 1.398, C28 1.471, H60 1.104, H95 1.111
53 C 3.33 -4.15 3.24  C42 1.498, H108 1.116, H117 1.085, H171 1.108
54 C -0.82 -1.19 -4.15  C37 1.511, H92 1.103, H128 1.117, H162 1.086
55 C -5.65 0.43 2.61  O1 1.404, C17 1.506, H122 1.079, H150 1.119
56 C -8.03 1.57 5.08  C59 1.486, H110 1.143, H114 1.059, H143 1.106
57 C -6.50 4.12 -1.07  C15 1.488, H106 1.124, H163 1.120, H176 1.081
58 C -1.88 4.92 2.03  C51 1.498, H97 1.083, H118 1.083, H172 1.116
59 C -7.29 0.57 4.28  O1 1.382, C56 1.486, H73 1.105, H121 1.137
60 H 7.10 -2.06 -5.55  C52 1.104
61 H 1.26 0.79 -1.07  C14 1.131
62 H 4.41 -2.97 -1.73  C49 1.085
63 H 4.96 3.32 2.97  C48 1.063
64 H 1.92 -2.24 -1.40  C43 1.091
65 H 5.13 -1.33 -1.74  C49 1.078
66 H -3.70 -3.79 2.84  C26 1.088
67 H 8.47 0.21 -4.17  C28 1.059
68 H -5.75 1.97 1.00  C17 1.106
69 H -0.51 -2.84 -0.47  O8 0.993
70 H -7.73 0.27 -1.71  C45 1.110
71 H -5.80 -2.62 0.02  C29 1.102
72 H -5.92 2.44 -2.18  C15 1.086
73 H -8.01 -0.16 3.85  C59 1.105
74 H 7.37 1.67 -1.71  C25 1.099
75 H 1.83 3.79 -4.54  C19 1.152
76 H -3.66 -4.78 0.58  C30 1.091
77 H 0.53 -1.72 5.34  C35 1.109
78 H 1.92 -5.66 0.77  C21 1.140
79 H 0.26 -6.26 0.20  C21 1.141
80 H 8.44 0.05 -5.92  C28 1.117
81 H 3.50 2.34 -1.70  O11 0.952
82 H -2.04 3.10 0.51  O12 0.960
83 H -7.55 3.00 -2.50  C15 1.081
84 H -3.02 0.96 -0.65  C50 1.121
85 H 1.89 2.56 1.20  C22 1.062
86 H -2.47 -3.54 -0.56  O9 0.975
87 H -0.36 0.88 3.92  C16 1.140
88 H -2.92 -0.75 -1.27  C50 1.067
89 H 5.64 2.11 1.96  C48 1.079
90 H 2.68 -4.36 -6.34  C20 1.155
91 H -1.04 6.74 0.18  C32 1.067
92 H -1.86 -1.11 -3.78  C54 1.103
93 H 4.51 3.45 1.43  C48 1.073
94 H 1.95 -1.16 -2.75  C43 1.088
95 H 6.11 -0.65 -5.32  C52 1.111
96 H -0.44 5.67 -1.09  C32 1.079
97 H -2.93 4.87 1.78  C58 1.083
98 H 4.61 -1.97 -4.05  C41 1.064
99 H 0.46 -4.94 -5.12  C18 1.078
100 H 2.88 6.30 -0.50  C23 1.096
101 H 5.33 -4.15 1.23  C40 1.085
102 H -4.30 1.94 1.96  C17 1.076
103 H 6.38 3.29 -1.72  C25 1.082
104 H -2.58 1.74 3.68  C33 1.125
105 H -2.33 0.51 -2.19  C50 1.057
106 H -7.42 4.48 -0.52  C57 1.124
107 H 1.36 -0.43 0.27  C14 1.164
108 H 4.07 -4.94 3.49  C53 1.116
109 H 2.76 -5.69 -5.11  C20 1.056
110 H -7.29 2.25 5.62  C56 1.143
111 H 3.41 -1.11 2.00  O7 0.995
112 H -4.29 -2.27 2.28  C26 1.108
113 H 0.63 -4.93 2.76  C27 1.075
114 H -8.75 2.21 4.64  C56 1.059
115 H -0.42 -3.09 -3.09  C37 1.105
116 H -3.13 0.95 5.21  C33 1.043
117 H 2.69 -4.71 2.56  C53 1.085
118 H -1.77 5.86 2.58  C58 1.083
119 H 4.90 -2.61 0.60  C40 1.043
120 H 1.76 4.90 -0.10  C23 1.125
121 H -6.58 -0.04 4.93  C59 1.137
122 H -6.10 -0.50 2.31  C55 1.079
123 H 1.75 5.68 -2.66  C34 1.085
124 H 6.55 2.42 -0.32  C25 1.037
125 H -6.15 -3.90 1.20  C29 1.116
126 H -9.81 1.12 0.45  C24 1.092
127 H 6.11 -2.71 -1.47  C49 1.061
128 H -0.27 -0.49 -3.47  C54 1.117
129 H 1.49 1.92 2.71  C22 1.083
130 H 0.63 -0.29 7.98  C47 1.110
131 H 0.27 1.86 -2.65  C38 1.094
132 H 5.82 0.96 -3.56  C39 1.091
133 H 3.45 0.87 0.53  O2 0.995
134 H -5.78 -4.40 -0.41  C29 1.082
135 H -4.64 0.68 0.78  C17 1.062
136 H -0.98 -4.98 2.10  C27 1.064
137 H 2.40 3.49 2.76  C22 1.123
138 H -2.18 5.59 -0.55  C32 1.121
139 H 5.64 -3.33 -3.82  C41 1.064
140 H -1.57 -0.58 3.78  C16 1.130
141 H -1.06 0.05 0.48  C31 1.078
142 H 1.66 1.46 -3.62  C38 1.101
143 H -8.60 1.09 5.90  C56 1.106
144 H -0.25 -3.35 2.62  C27 1.146
145 H -9.02 1.42 -1.93  C45 1.104
146 H 1.13 -3.29 0.73  C46 1.143
147 H 0.17 1.86 -4.47  C38 1.077
148 H 3.19 -1.09 -1.54  C43 1.103
149 H -0.36 -1.75 7.60  C47 1.079
150 H -4.80 0.13 3.28  C55 1.119
151 H 0.45 4.24 -3.59  C19 1.092
152 H -1.78 2.09 5.21  C33 1.078
153 H 1.17 -4.67 -3.58  C18 1.130
154 H -1.20 -3.18 -4.64  C37 1.079
155 H 3.74 -3.79 0.58  C40 1.074
156 H -0.77 1.32 -0.71  C31 1.092
157 H 4.60 2.21 -3.73  C39 1.091
158 H 3.62 1.47 3.36  C36 1.076
159 H 9.04 -1.17 -4.93  C28 1.038
160 H 5.40 0.58 -1.28  C44 1.052
161 H -2.56 -2.74 2.02  C26 1.091
162 H -0.76 -0.87 -5.18  C54 1.086
163 H -6.15 4.85 -1.85  C57 1.120
164 H 1.24 -0.05 5.70  C35 1.088
165 H 4.78 -2.60 3.27  C42 1.120
166 H -8.49 -0.05 0.73  C24 1.110
167 H -9.69 -0.47 -0.33  C24 1.096
168 H 1.41 -1.78 7.59  C47 1.058
169 H 4.12 0.56 -3.25  C39 1.112
170 H 1.24 -5.37 -1.00  C21 1.116
171 H 2.73 -3.88 4.13  C53 1.108
172 H -1.62 4.07 2.71  C58 1.116
173 H 3.47 4.67 -0.40  C23 1.070
174 H 0.04 4.73 1.34  C51 1.116
175 H 3.38 5.33 -2.78  C34 1.114
176 H -5.73 4.00 -0.32  C57 1.081
177 H 3.38 -4.05 -4.78  C20 1.111

The energy above the lowest of the compared OMol25 structures with the same formula, charge and spin is 30.6 kcal/mol. Its HOMO-LUMO gap is 10.05 eV. The HOMO energy is -0.3456 hartree. Its molar mass is 879.44 u.

---

Record 2
ORCA calculation (wB97M-V/def2-TZVPD) on the molecule C2H5NO3S in a non-equilibrium geometry.

Each atom is followed by the atoms it is bonded to, with distances in Å.
Cartesian coordinates (Å):
1 S 1.68 -0.37 -0.06  O2 1.418, O3 1.846, O4 1.413, C6 1.896
2 O 2.55 -1.24 0.64  S1 1.418
3 O 1.92 1.40 0.43  S1 1.846, C7 1.285
4 O 1.61 -0.54 -1.46  S1 1.413
5 N -0.64 -1.64 -0.13  C6 1.323, H8 0.992, H12 1.022
6 C -0.15 -0.52 0.38  S1 1.896, N5 1.323, H11 1.144
7 C 0.97 2.03 -0.16  O3 1.285, H9 1.126, H10 1.075
8 H -1.34 -2.15 0.35  N5 0.992
9 H 0.63 2.00 -1.23  C7 1.126
10 H 0.43 2.56 0.60  C7 1.075
11 H -0.38 -0.39 1.50  C6 1.144
12 H -0.44 -1.61 -1.13  N5 1.022

The energy above the lowest of the compared OMol25 structures with the same formula, charge and spin is 135.8 kcal/mol. Its HOMO-LUMO gap (spin up / spin down) is 7.75 / 7.99 eV. The HOMO energy (spin up / spin down) is -0.2856 / -0.2922 hartree. Its molar mass is 123.13 u.

---

Record 3
ORCA calculation (wB97M-V/def2-TZVPD) on a cluster of 2 separate species, C7H15S in total.

Each atom is followed by the atoms it is bonded to, with distances in Å.
Cartesian coordinates (Å):
1 S -1.50 0.29 1.87  C6 1.823
2 C 0.46 -2.31 -2.11  C4 1.505, H10 1.092, H12 1.095, H13 1.094
3 C -0.79 1.99 -0.83  C5 1.522, H15 1.091, H20 1.093, H21 1.095
4 C 1.40 -2.17 -0.94  C2 1.505, C7 1.325, H14 1.089
5 C -1.72 2.58 0.21  C3 1.522, C6 1.533, H16 1.099, H22 1.095
6 C -1.43 2.10 1.63  S1 1.823, C5 1.533, H9 1.097, H18 1.096
7 C 0.99 -1.79 0.26  C4 1.325, C8 1.500, H19 1.087
8 C 1.87 -1.60 1.46  C7 1.500, H11 1.094, H17 1.094, H23 1.091
9 H -0.43 2.46 1.91  C6 1.097
10 H -0.58 -2.21 -1.78  C2 1.092
11 H 2.88 -1.26 1.19  C8 1.094
12 H 0.65 -1.54 -2.86  C2 1.095
13 H 0.59 -3.28 -2.61  C2 1.094
14 H 2.45 -2.37 -1.14  C4 1.089
15 H -0.81 0.90 -0.76  C3 1.091
16 H -1.65 3.68 0.18  C5 1.099
17 H 1.99 -2.54 2.01  C8 1.094
18 H -2.15 2.59 2.30  C6 1.096
19 H -0.06 -1.57 0.43  C7 1.087
20 H -1.05 2.29 -1.85  C3 1.093
21 H 0.25 2.30 -0.65  C3 1.095
22 H -2.76 2.33 -0.05  C5 1.095
23 H 1.40 -0.88 2.13  C8 1.091

The energy above the lowest of the compared OMol25 structures with the same formula, charge and spin is 0.0 kcal/mol. Its HOMO-LUMO gap is 6.12 eV. The HOMO energy is -0.0879 hartree. Its molar mass is 131.26 u. Its total charge is -1.

---

Record 4
ORCA calculation (wB97M-V/def2-TZVPD) on a cluster of 4 separate species, C29H45BrF3N5O3PS2 in total in a non-equilibrium geometry.

Each atom is followed by the atoms it is bonded to, with distances in Å.
Cartesian coordinates (Å):
1 Br -0.44 -1.56 0.23  N12 1.899
2 S 5.31 -3.27 -1.01  C21 1.785, C37 1.831
3 S 6.13 -2.43 -3.69  C21 1.621
4 P -2.40 -3.18 2.83  C22 1.885, C25 1.815, C27 1.814
5 F -0.74 3.14 3.69  C31 1.343
6 F -2.03 2.89 1.95  C31 1.365
7 F 0.15 2.96 1.73  C31 1.338
8 O -1.87 0.66 3.57  C20 1.410, H56 0.964
9 O -0.03 -4.18 3.16  C22 1.409, H72 0.964
10 O 0.95 -2.57 -3.48  C42 1.412, C44 1.423
11 N 1.75 7.99 3.61  C18 1.367, C29 1.367, H66 1.002
12 N 0.37 -2.47 1.69  Br1 1.899, C22 1.582, C26 1.511, H67 1.020
13 N 3.55 -2.62 -2.94  C21 1.398, C36 1.492, C41 1.466
14 N -3.24 3.24 -3.38  C28 1.367, C39 1.366, H87 1.005
15 N -1.54 -0.95 -3.83  C17 1.365, C32 1.370, H49 1.009
16 C 0.83 6.03 3.19  C18 1.370, C43 1.422, H89 1.073
17 C -1.74 -0.28 -5.00  N15 1.365, C30 1.371, H52 1.077
18 C 1.61 7.02 2.66  N11 1.367, C16 1.370, H46 1.076
19 C 0.58 0.60 3.26  C20 1.525, C23 1.543, H55 1.094, H65 1.095
20 C -0.79 1.00 2.73  O8 1.410, C19 1.525, C31 1.530, H83 1.088
21 C 4.92 -2.71 -2.66  S2 1.785, S3 1.621, N13 1.398
22 C -0.54 -2.89 2.91  P4 1.885, O9 1.409, N12 1.582, C34 1.535
23 C 0.92 -0.89 3.45  C19 1.543, C26 1.534, C34 1.550, H85 1.093
24 C -4.36 5.14 -3.59  C28 1.370, C35 1.421, H70 1.077
25 C -3.28 -1.97 1.79  P4 1.815, H50 1.093, H62 1.091, H63 1.089
26 C 1.52 -1.70 2.29  N12 1.511, C23 1.534, C38 1.516, H69 1.100
27 C -2.71 -4.84 2.17  P4 1.814, H45 1.091, H64 1.092, H79 1.090
28 C -3.71 4.15 -4.28  N14 1.367, C24 1.370, H58 1.076
29 C 1.07 7.64 4.74  N11 1.367, C43 1.369, H73 1.076
30 C -3.01 0.23 -4.99  C17 1.371, C33 1.421, H60 1.077
31 C -0.84 2.51 2.51  F5 1.343, F6 1.365, F7 1.338, C20 1.530
32 C -2.67 -0.87 -3.06  N15 1.370, C33 1.372, H77 1.079
33 C -3.61 -0.14 -3.75  C30 1.421, C32 1.372, H68 1.077
34 C -0.18 -1.85 3.98  C22 1.535, C23 1.550, H54 1.083, H80 1.096
35 C -4.28 4.80 -2.21  C24 1.421, C39 1.370, H53 1.077
36 C 2.83 -3.90 -2.71  N13 1.492, C42 1.536, H48 1.087, H51 1.096
37 C 4.51 -2.04 0.08  S2 1.831, C40 1.523, H61 1.091, H82 1.093
38 C 2.50 -1.10 1.30  C26 1.516, C40 1.544, H71 1.094, H74 1.096
39 C -3.59 3.63 -2.11  N14 1.366, C35 1.370, H88 1.074
40 C 3.01 -2.14 0.27  C37 1.523, C38 1.544, H47 1.093, H81 1.098
41 C 3.24 -2.12 -4.29  N13 1.466, C44 1.532, H57 1.096, H76 1.090
42 C 1.45 -3.89 -3.40  O10 1.412, C36 1.536, H59 1.090, H84 1.096
43 C 0.49 6.42 4.52  C16 1.422, C29 1.369, H78 1.077
44 C 1.74 -1.79 -4.37  O10 1.423, C41 1.532, H75 1.093, H86 1.097
45 H -2.62 -4.99 1.10  C27 1.091
46 H 2.07 7.12 1.69  C18 1.076
47 H 2.53 -1.96 -0.69  C40 1.093
48 H 2.70 -4.06 -1.64  C36 1.087
49 H -0.69 -1.44 -3.58  N15 1.009
50 H -3.11 -0.97 2.21  C25 1.093
51 H 3.42 -4.74 -3.09  C36 1.096
52 H -0.97 -0.23 -5.75  C17 1.077
53 H -4.69 5.36 -1.38  C35 1.077
54 H -1.07 -1.37 4.34  C34 1.083
55 H 1.33 1.02 2.59  C19 1.094
56 H -1.61 0.78 4.49  O8 0.964
57 H 3.52 -2.87 -5.04  C41 1.096
58 H -3.54 4.02 -5.34  C28 1.076
59 H 0.74 -4.46 -2.80  C42 1.090
60 H -3.47 0.79 -5.79  C30 1.077
61 H 4.78 -1.05 -0.32  C37 1.091
62 H -4.34 -2.20 1.88  C25 1.091
63 H -3.03 -1.96 0.73  C25 1.089
64 H -3.73 -5.07 2.50  C27 1.092
65 H 0.71 1.10 4.22  C19 1.095
66 H 2.26 8.84 3.50  N11 1.002
67 H 0.69 -3.35 1.28  N12 1.020
68 H -4.60 0.10 -3.42  C33 1.077
69 H 2.09 -2.50 2.79  C26 1.100
70 H -4.84 6.00 -4.02  C24 1.077
71 H 2.08 -0.22 0.80  C38 1.094
72 H 0.49 -4.18 3.97  O9 0.964
73 H 1.05 8.27 5.61  C29 1.076
74 H 3.34 -0.74 1.90  C38 1.096
75 H 1.57 -0.74 -4.09  C44 1.093
76 H 3.81 -1.22 -4.49  C41 1.090
77 H -2.73 -1.34 -2.09  C32 1.079
78 H -0.12 5.87 5.22  C43 1.077
79 H -2.03 -5.52 2.69  C27 1.090
80 H 0.24 -2.39 4.83  C34 1.096
81 H 2.77 -3.15 0.61  C40 1.098
82 H 5.05 -2.21 1.02  C37 1.093
83 H -1.00 0.55 1.76  C20 1.088
84 H 1.51 -4.34 -4.39  C42 1.096
85 H 1.72 -0.89 4.20  C23 1.093
86 H 1.40 -1.93 -5.40  C44 1.097
87 H -2.73 2.40 -3.61  N14 1.005
88 H -3.32 3.03 -1.26  C39 1.074
89 H 0.54 5.13 2.68  C16 1.073

Its HOMO-LUMO gap is 5.09 eV. The HOMO energy is -0.3483 hartree. Its molar mass is 743.72 u. Its total charge is +1.